No. 1
The following is a quantum chemistry calculation of C29H21F10N3PSe2V as an isolated structure in a non-equilibrium geometry, from the Open Molecules 2025 dataset.

**ΔE to the lowest compared entry with this formula, charge and spin**: 17.1 kJ/mol
**Frontier orbital gap (alpha / beta)**: 7.249 / 6.182 eV
**Multiplicity**: 2
**Net charge**: +1
**⟨S²⟩**: 0.785
**HOMO (alpha / beta)**: -11.406 / -11.403 eV

Cartesian coordinates (Å):
1 V 1.15 -0.71 0.57
2 C -0.01 -1.04 3.57
3 N 1.18 -0.88 2.74
4 C 2.14 0.10 3.24
5 C 2.33 1.20 2.20
6 N 2.28 0.61 0.89
7 C 3.15 1.15 -0.04
8 C 2.71 1.80 -1.19
9 F 1.38 1.88 -1.40
10 C 3.58 2.38 -2.10
11 F 3.11 2.97 -3.19
12 C 4.96 2.32 -1.87
13 F 5.80 2.89 -2.72
14 C 5.43 1.65 -0.74
15 F 6.73 1.57 -0.51
16 C 4.53 1.07 0.15
17 F 4.97 0.39 1.21
18 C 1.71 -1.97 2.10
19 C 2.29 -2.11 -0.33
20 N 1.58 -1.21 -1.05
21 C 1.66 -0.81 -2.34
22 C 2.87 -0.76 -3.05
23 F 4.00 -1.03 -2.38
24 C 2.92 -0.34 -4.37
25 F 4.08 -0.27 -5.01
26 C 1.74 0.02 -5.02
27 F 1.78 0.41 -6.29
28 C 0.52 0.01 -4.33
29 F -0.60 0.37 -4.94
30 C 0.50 -0.40 -3.01
31 F -0.63 -0.41 -2.29
32 H 0.28 -1.36 4.58
33 H -0.67 -1.80 3.15
34 H -0.55 -0.09 3.63
35 H 3.11 -0.39 3.42
36 H 1.79 0.54 4.18
37 H 3.26 1.76 2.37
38 H 1.49 1.92 2.27
39 H 1.11 -2.88 2.17
40 H 2.77 -2.15 2.24
41 H 1.96 -3.15 -0.40
42 H 3.38 -2.00 -0.29
43 Se -1.12 -2.41 0.33
44 P -2.15 -0.52 0.48
45 Se -0.61 1.04 0.54
46 C -3.19 -0.37 1.98
47 C -4.16 -1.35 2.19
48 C -5.04 -1.20 3.24
49 C -4.96 -0.08 4.07
50 C -3.98 0.87 3.86
51 C -3.09 0.73 2.81
52 C -3.31 -0.15 -0.87
53 C -3.58 -1.05 -1.88
54 C -4.45 -0.68 -2.89
55 C -5.05 0.57 -2.87
56 C -4.78 1.46 -1.84
57 C -3.91 1.10 -0.83
58 H -4.22 -2.20 1.53
59 H -5.81 -1.94 3.41
60 H -5.67 0.05 4.87
61 H -3.91 1.73 4.51
62 H -2.34 1.49 2.61
63 H -3.11 -2.03 -1.88
64 H -4.66 -1.37 -3.70
65 H -5.72 0.86 -3.66
66 H -5.25 2.43 -1.82
67 H -3.69 1.78 -0.01

natural (NBO) atomic charge list, values in e, 4 entries: atom 1 (V): 0.90, atom 2 (C): -0.42, atom 3 (N): -0.40, atom 4 (C): -0.22

=====

No. 2
The following is a quantum chemistry calculation of a 3-piece molecular cluster, C33H61F9N2O5PS2 overall in a non-equilibrium geometry, from the Open Molecules 2025 dataset.

**ΔE to the lowest compared entry with this formula, charge and spin**: 0.0 kJ/mol
**Frontier orbital gap (alpha / beta)**: 5.982 / 6.664 eV
**Multiplicity**: 3
**Net charge**: +1
**⟨S²⟩**: 2.008
**HOMO (alpha / beta)**: -9.610 / -10.292 eV

Cartesian coordinates (Å):
1 C 7.45 -2.51 -1.72
2 C 8.18 -1.27 -1.43
3 C 7.42 0.04 -1.26
4 O 7.53 0.70 -0.27
5 O 6.62 0.37 -2.32
6 C 6.51 1.78 -2.49
7 C 7.86 2.38 -3.07
8 C 8.34 3.61 -2.19
9 C 8.15 4.99 -2.94
10 C 7.27 6.01 -2.11
11 C 5.84 6.17 -2.73
12 S 4.54 6.24 -1.42
13 C 4.43 4.51 -0.82
14 C 3.00 4.06 -0.41
15 C 2.96 2.49 -0.44
16 C 1.77 1.91 -1.24
17 C 1.75 2.41 -2.72
18 F 2.96 2.92 -3.12
19 F 0.90 3.52 -2.70
20 C 1.10 1.41 -3.73
21 F 0.45 2.09 -4.69
22 F 0.14 0.76 -3.04
23 S 2.24 0.13 -4.48
24 F 3.04 1.24 -5.31
25 F 1.19 -0.07 -5.69
26 F 1.45 -1.06 -3.70
27 F 3.26 0.18 -3.23
28 F 3.17 -0.98 -5.16
29 P 2.78 6.84 -2.51
30 O 3.03 8.25 -2.91
31 H 7.29 -3.24 -0.90
32 H 7.06 -2.76 -2.72
33 H 9.28 -1.32 -1.36
34 H 6.18 2.32 -1.58
35 H 5.75 1.95 -3.28
36 H 7.67 2.71 -4.11
37 H 8.66 1.61 -3.08
38 H 7.83 3.61 -1.21
39 H 9.42 3.42 -1.99
40 H 9.13 5.46 -3.14
41 H 7.69 4.80 -3.93
42 H 7.25 5.66 -1.06
43 H 7.83 6.96 -2.11
44 H 5.65 5.29 -3.37
45 H 5.81 7.10 -3.33
46 H 5.18 4.35 -0.02
47 H 4.74 3.87 -1.67
48 H 2.19 4.54 -0.98
49 H 2.86 4.36 0.65
50 H 2.85 2.13 0.61
51 H 3.93 2.07 -0.78
52 H 0.79 2.17 -0.80
53 H 1.88 0.80 -1.24
54 H 1.67 6.80 -1.63
55 H 2.59 6.00 -3.65
56 C -5.99 -0.42 -0.09
57 C -4.59 -0.08 0.46
58 C -4.36 1.44 0.40
59 C -4.10 1.95 -1.01
60 C -2.97 1.17 -1.68
61 C -3.19 -0.35 -1.65
62 N -3.55 -0.85 -0.28
63 O -2.45 -0.86 0.44
64 C -4.30 -0.73 -2.66
65 C -1.94 -1.04 -2.19
66 C -4.65 -0.50 1.94
67 H -6.75 -0.37 0.69
68 H -6.32 0.26 -0.87
69 H -6.03 -1.44 -0.49
70 H -3.50 1.71 1.03
71 H -5.22 1.96 0.82
72 H -5.01 1.90 -1.62
73 H -3.83 3.01 -0.97
74 H -2.86 1.50 -2.72
75 H -2.03 1.42 -1.18
76 H -4.54 -1.80 -2.58
77 H -3.96 -0.55 -3.68
78 H -5.21 -0.16 -2.54
79 H -1.04 -0.77 -1.64
80 H -1.77 -0.76 -3.23
81 H -2.04 -2.13 -2.16
82 H -4.81 -1.58 2.03
83 H -5.48 0.00 2.45
84 H -3.75 -0.24 2.50
85 C -3.37 -5.48 3.98
86 C -4.78 -4.83 3.88
87 C -4.79 -3.51 4.67
88 C -4.80 -3.70 6.18
89 C -5.93 -4.64 6.61
90 C -5.92 -5.97 5.85
91 N -5.81 -5.79 4.37
92 O -6.98 -5.40 3.92
93 C -4.76 -6.85 6.37
94 C -7.18 -6.76 6.23
95 C -4.95 -4.52 2.39
96 H -2.71 -5.11 3.19
97 H -2.86 -5.26 4.91
98 H -3.42 -6.56 3.85
99 H -5.68 -2.93 4.39
100 H -3.93 -2.90 4.39
101 H -3.83 -4.09 6.53
102 H -4.93 -2.73 6.67
103 H -5.86 -4.82 7.68
104 H -6.88 -4.13 6.44
105 H -4.67 -7.77 5.77
106 H -4.94 -7.15 7.40
107 H -3.80 -6.35 6.37
108 H -8.10 -6.20 6.03
109 H -7.18 -6.99 7.30
110 H -7.24 -7.71 5.69
111 H -4.94 -5.43 1.79
112 H -4.13 -3.89 2.03
113 H -5.87 -3.97 2.17

Löwdin atomic charge list, values in e, 4 entries: atom 1 (C): 0.08, atom 2 (C): -0.03, atom 3 (C): -0.51, atom 4 (O): 0.13

=====

No. 3
The following is a quantum chemistry calculation of one molecule with the formula C2H2N4 in a non-equilibrium geometry, from the Open Molecules 2025 dataset.

**ΔE to the lowest compared entry with this formula, charge and spin**: 508.2 kJ/mol
**Frontier orbital gap**: 7.526 eV
**SMILES**: [H]/N=N/N=C=C=N
**Net charge**: 0
**HOMO**: -8.630 eV

Cartesian coordinates (Å):
1 C 0.31 0.00 -0.50
2 C 0.82 -0.26 -1.59
3 N -0.02 0.42 0.61
4 N -0.88 0.72 1.41
5 N 1.33 -0.57 -2.67
6 N -0.88 0.22 2.58
7 H 0.73 -1.30 -3.14
8 H -1.42 0.78 3.30

natural (NBO) atomic charge list, values in e, 4 entries: atom 1 (C): 0.08, atom 2 (C): 0.25, atom 3 (N): -0.09, atom 4 (N): 0.07

=====

No. 4
The following is a quantum chemistry calculation of one molecule with the formula C15H23N5O3 in a non-equilibrium geometry, from the Open Molecules 2025 dataset.

**ΔE to the lowest compared entry with this formula, charge and spin**: 826.5 kJ/mol
**Frontier orbital gap**: 8.336 eV
**SMILES**: [H]/N=C(/N)NCCC[C@H](N)C(=O)N[C@@H](Cc1ccccc1)C(=O)O
**Net charge**: 0
**HOMO**: -8.127 eV

Cartesian coordinates (Å):
1 C 0.84 -0.54 0.90
2 C -0.26 0.14 -0.06
3 C 1.71 0.59 1.50
4 C 2.19 1.51 0.45
5 C 3.20 0.76 -0.55
6 C 5.13 -0.56 -0.47
7 C -2.26 1.47 -0.15
8 C -2.23 3.02 -0.32
9 C -3.71 0.99 0.38
10 C -4.00 -0.35 -0.07
11 C -3.93 -1.28 1.00
12 C -4.19 -0.82 -1.41
13 C -3.80 -2.72 0.86
14 C -4.18 -2.27 -1.49
15 C -3.91 -3.11 -0.46
16 H 1.79 -2.54 -0.03
17 H 1.98 -1.00 -0.85
18 H 0.40 -0.91 1.78
19 H 1.33 0.97 2.64
20 H 2.76 0.15 1.74
21 H 1.45 2.10 -0.05
22 H 2.58 2.37 0.95
23 H 3.60 1.68 -1.09
24 H 2.54 0.40 -1.25
25 H 3.52 -0.61 0.97
26 H 5.32 0.86 -1.98
27 H 6.45 -1.81 -0.84
28 H 6.15 -1.65 0.87
29 H -0.98 1.20 1.63
30 H -2.20 1.10 -1.16
31 H -4.34 1.81 -0.23
32 H -4.00 1.30 1.47
33 H -4.14 -0.99 2.01
34 H -3.86 -0.26 -2.21
35 H -3.65 -3.50 1.68
36 H -4.19 -2.52 -2.55
37 H -4.05 -4.12 -0.55
38 H -0.85 4.48 -0.12
39 N 1.97 -1.32 0.13
40 N 4.11 -0.02 0.15
41 N 5.73 0.05 -1.54
42 N 5.67 -1.76 -0.08
43 N -1.19 0.97 0.68
44 O -0.43 -0.27 -1.32
45 O -3.08 3.58 -0.97
46 O -0.96 3.47 0.05

natural (NBO) atomic charge list, values in e, 4 entries: atom 1 (C): -0.15, atom 2 (C): 0.68, atom 3 (C): -0.39, atom 4 (C): -0.45

=====

No. 5
The following is a quantum chemistry calculation of C4H11O3Y as an isolated structure in a non-equilibrium geometry, from the Open Molecules 2025 dataset.

**ΔE to the lowest compared entry with this formula, charge and spin**: 43.3 kJ/mol
**Frontier orbital gap**: 7.620 eV
**Net charge**: +2
**HOMO**: -17.167 eV

Cartesian coordinates (Å):
1 O 0.85 -0.87 -0.63
2 C 1.50 0.18 -1.36
3 C 0.42 1.11 -1.84
4 O -0.46 1.36 -0.74
5 C -1.44 2.37 -0.98
6 Y -0.78 -0.37 0.66
7 H 2.05 -0.23 -2.21
8 H 2.20 0.71 -0.69
9 H -0.16 0.66 -2.66
10 H 0.86 2.06 -2.19
11 H -2.01 2.50 -0.06
12 H -0.94 3.31 -1.25
13 H -2.11 2.05 -1.80
14 O -1.95 -1.10 2.26
15 H 1.41 -1.65 -0.44
16 C -2.11 -0.99 3.64
17 H -3.16 -1.13 3.95
18 H -1.51 -1.75 4.18
19 H -1.79 0.00 4.03

natural (NBO) atomic charge list, values in e, 4 entries: atom 1 (O): -0.86, atom 2 (C): -0.11, atom 3 (C): -0.11, atom 4 (O): -0.68

=====

No. 6
The following is a quantum chemistry calculation of C31H24N3O8PS2Zr as an isolated structure in a non-equilibrium geometry, from the Open Molecules 2025 dataset.

**ΔE to the lowest compared entry with this formula, charge and spin**: 0.0 kJ/mol
**Frontier orbital gap**: 7.298 eV
**Net charge**: +2
**HOMO**: -13.815 eV

Cartesian coordinates (Å):
1 Zr -0.20 -1.17 0.12
2 O -3.29 -3.22 6.84
3 N -3.51 -3.48 5.68
4 O -4.25 -4.34 5.27
5 C -2.82 -2.63 4.68
6 C -2.45 -1.40 5.10
7 C -1.76 -0.50 4.23
8 C -1.29 0.76 4.63
9 C -0.60 1.53 3.73
10 C -0.38 1.04 2.44
11 N -0.82 -0.14 2.03
12 C -1.51 -0.91 2.91
13 C -1.97 -2.19 2.45
14 N -1.79 -2.47 1.13
15 C -2.14 -3.66 0.68
16 C -2.67 -4.65 1.51
17 C -2.89 -4.38 2.84
18 C -2.58 -3.09 3.34
19 H -2.66 -1.10 6.12
20 H -1.47 1.11 5.64
21 H -0.22 2.51 4.00
22 H 0.17 1.63 1.71
23 H -2.00 -3.84 -0.39
24 H -2.91 -5.62 1.11
25 H -3.31 -5.13 3.49
26 O -0.79 0.61 -0.59
27 S 0.29 -1.46 -2.61
28 O -1.15 0.85 -4.09
29 O -0.76 -1.99 -1.51
30 C 1.97 -2.02 -2.34
31 C 2.64 -1.98 -3.57
32 C 3.99 -2.26 -3.67
33 C 4.72 -2.60 -2.54
34 C 4.08 -2.64 -1.31
35 C 2.72 -2.35 -1.21
36 S 2.09 -2.38 0.44
37 O 3.01 -2.91 1.37
38 O 1.68 -0.93 0.72
39 O 0.74 -3.01 0.41
40 H 2.07 -1.72 -4.45
41 H 4.47 -2.24 -4.64
42 H 5.77 -2.84 -2.60
43 H 4.61 -2.90 -0.41
44 C -1.83 1.44 -3.01
45 P -0.58 1.71 -1.67
46 C 1.09 1.78 -2.36
47 C 2.16 1.25 -1.64
48 C 3.44 1.37 -2.13
49 C 3.67 2.02 -3.34
50 C 2.61 2.59 -4.03
51 C 1.32 2.48 -3.54
52 C -0.86 3.30 -0.87
53 C 0.19 4.20 -0.71
54 C -0.03 5.40 -0.06
55 C -1.29 5.71 0.43
56 C -2.34 4.81 0.27
57 C -2.13 3.61 -0.38
58 H -2.30 2.39 -3.28
59 H -2.60 0.77 -2.60
60 H -1.75 0.68 -4.82
61 H 1.98 0.78 -0.69
62 H 4.28 0.98 -1.57
63 H 4.67 2.10 -3.73
64 H 2.79 3.13 -4.95
65 H 0.49 2.94 -4.07
66 H 1.17 3.97 -1.11
67 H 0.79 6.10 0.06
68 H -1.46 6.65 0.94
69 H -3.32 5.05 0.65
70 H -2.95 2.91 -0.52

natural (NBO) atomic charge list, values in e, 4 entries: atom 1 (Zr): 2.30, atom 2 (O): -0.32, atom 3 (N): 0.53, atom 4 (O): -0.35

=====

No. 7
The following is a quantum chemistry calculation of one molecule with the formula C6H11N in a non-equilibrium geometry, from the Open Molecules 2025 dataset.

**ΔE to the lowest compared entry with this formula, charge and spin**: 17.4 kJ/mol
**Frontier orbital gap**: 12.303 eV
**SMILES**: CCC(C#N)CC
**Net charge**: 0
**HOMO**: -11.321 eV

Cartesian coordinates (Å):
1 C -2.52 0.01 0.44
2 C -1.34 -0.29 -0.47
3 C 0.01 0.28 0.06
4 C 1.17 -0.73 -0.03
5 C 2.53 -0.13 0.31
6 C 0.29 1.49 -0.72
7 N 0.43 2.41 -1.41
8 H -3.46 -0.26 -0.05
9 H -2.57 1.07 0.69
10 H -2.46 -0.56 1.37
11 H -1.24 -1.37 -0.63
12 H -1.52 0.15 -1.46
13 H -0.11 0.58 1.11
14 H 0.94 -1.56 0.65
15 H 1.19 -1.16 -1.04
16 H 2.55 0.27 1.33
17 H 3.32 -0.89 0.24
18 H 2.78 0.68 -0.38

natural (NBO) atomic charge list, values in e, 4 entries: atom 1 (C): -0.61, atom 2 (C): -0.38, atom 3 (C): -0.33, atom 4 (C): -0.37

=====

No. 8
The following is a quantum chemistry calculation of a 12-piece molecular cluster, C27H51Cl22NP overall in a non-equilibrium geometry, from the Open Molecules 2025 dataset.

**Frontier orbital gap**: 8.353 eV
**Net charge**: +1
**HOMO**: -11.640 eV

Cartesian coordinates (Å):
1 P 0.54 -2.00 5.29
2 C 2.25 -1.52 5.00
3 C 2.94 -0.82 5.96
4 C 4.24 -0.50 5.70
5 N 4.90 -0.82 4.59
6 C 4.19 -1.47 3.69
7 C 2.88 -1.85 3.82
8 H 0.43 -3.36 4.92
9 H -0.39 -1.27 4.52
10 H 0.31 -1.93 6.67
11 H 2.46 -0.53 6.89
12 H 4.78 0.06 6.45
13 H 4.68 -1.73 2.76
14 H 2.36 -2.37 3.03
15 Cl -0.21 -3.68 0.73
16 C -0.44 -5.41 1.08
17 C -0.62 -5.67 2.55
18 Cl 0.89 -5.36 3.46
19 H 0.41 -5.95 0.67
20 H -1.34 -5.73 0.54
21 H -0.88 -6.71 2.72
22 H -1.40 -5.05 2.98
23 Cl -1.69 -5.76 -3.19
24 C -0.04 -5.09 -3.26
25 C 1.01 -6.16 -3.26
26 Cl 1.10 -7.01 -1.69
27 H 0.08 -4.41 -2.42
28 H 0.03 -4.51 -4.19
29 H 1.99 -5.72 -3.43
30 H 0.84 -6.90 -4.04
31 Cl -1.25 0.30 2.98
32 C -1.70 1.81 3.84
33 C -0.49 2.55 4.35
34 Cl 0.31 1.67 5.69
35 H -2.39 1.55 4.64
36 H -2.23 2.43 3.12
37 H -0.80 3.51 4.75
38 H 0.24 2.72 3.57
39 Cl -5.19 5.42 0.47
40 C -5.43 3.71 0.90
41 C -5.62 3.52 2.38
42 Cl -4.13 3.87 3.30
43 H -4.57 3.15 0.53
44 H -6.31 3.37 0.36
45 H -5.89 2.48 2.59
46 H -6.41 4.16 2.77
47 Cl 3.01 -3.42 -1.58
48 C 4.61 -4.16 -1.26
49 C 5.34 -4.51 -2.53
50 Cl 4.56 -5.85 -3.40
51 H 4.45 -5.03 -0.63
52 H 5.19 -3.42 -0.70
53 H 6.35 -4.83 -2.29
54 H 5.40 -3.66 -3.20
55 Cl -5.06 2.63 -2.86
56 C -5.29 4.40 -2.81
57 C -4.93 5.07 -4.11
58 Cl -3.18 5.00 -4.42
59 H -4.70 4.79 -1.98
60 H -6.34 4.57 -2.58
61 H -5.21 6.12 -4.07
62 H -5.45 4.61 -4.95
63 Cl 0.32 7.46 -0.35
64 C 0.76 5.84 -0.95
65 C -0.14 5.38 -2.06
66 Cl -1.80 5.05 -1.49
67 H 0.74 5.15 -0.10
68 H 1.79 5.91 -1.31
69 H 0.24 4.45 -2.48
70 H -0.20 6.12 -2.86
71 Cl 0.95 -10.62 -8.40
72 C 0.81 -10.43 -6.64
73 C 0.18 -9.12 -6.25
74 Cl 1.23 -7.73 -6.62
75 H 1.81 -10.54 -6.21
76 H 0.19 -11.26 -6.28
77 H -0.01 -9.11 -5.18
78 H -0.77 -8.97 -6.76
79 Cl 4.14 -1.31 -4.12
80 C 3.80 -0.04 -2.92
81 C 3.82 1.34 -3.53
82 Cl 5.46 1.83 -4.02
83 H 4.52 -0.13 -2.11
84 H 2.80 -0.24 -2.52
85 H 3.48 2.07 -2.80
86 H 3.18 1.40 -4.40
87 Cl -5.01 -0.41 4.41
88 C -5.21 -0.10 6.15
89 C -5.88 1.22 6.43
90 Cl -4.83 2.59 5.98
91 H -4.23 -0.15 6.62
92 H -5.82 -0.91 6.55
93 H -6.09 1.31 7.49
94 H -6.81 1.32 5.88
95 Cl 3.16 8.43 -3.22
96 C 2.81 9.80 -2.14
97 C 2.86 11.13 -2.85
98 Cl 4.52 11.55 -3.36
99 H 3.52 9.76 -1.31
100 H 1.81 9.64 -1.73
101 H 2.52 11.92 -2.19
102 H 2.23 11.12 -3.74

Löwdin atomic charge list, values in e, 4 entries: atom 1 (P): 1.10, atom 2 (C): -0.44, atom 3 (C): -0.10, atom 4 (C): -0.12